Entry 1:
Below is C24H23N4OPS3Ti as an isolated structure in a non-equilibrium geometry, with properties calculated with ωB97M-V/def2-TZVPD.

XYZ file:
```
57
C24H23N4OPS3Ti | the Open Molecules 2025 dataset | ωB97M-V/def2-TZVPD
Ti -0.6013 1.3065 -0.2017
N -1.7192 -1.6253 -0.4409
P -0.3774 -1.0831 0.4825
C 0.8018 -2.4224 0.1821
C 0.8939 -3.5120 1.0458
C 1.7888 -4.5272 0.7599
C 2.5980 -4.4436 -0.3619
C 2.4963 -3.3636 -1.2288
C 1.5977 -2.3475 -0.9598
C -0.9315 -1.2351 2.2052
C 0.0326 -1.3549 3.2103
C -0.3641 -1.4821 4.5275
C -1.7123 -1.4482 4.8541
C -2.6666 -1.2734 3.8627
C -2.2846 -1.1626 2.5372
C -2.7229 -0.7401 -0.7239
C -3.9512 -1.1915 -1.2291
C -4.9523 -0.2854 -1.4803
C -4.7225 1.0642 -1.1925
C -3.4915 1.4441 -0.7137
N -2.4777 0.5700 -0.4938
H -1.9272 -2.6168 -0.5505
H 0.2696 -3.5589 1.9254
H 1.8583 -5.3810 1.4173
H 3.3174 -5.2209 -0.5630
H 3.1283 -3.3230 -2.1014
H 1.4910 -1.4931 -1.6243
H 1.0850 -1.3523 2.9535
H 0.3769 -1.6122 5.3007
H -2.0171 -1.5448 5.8832
H -3.7129 -1.2316 4.1231
H -3.0468 -1.0335 1.7760
H -4.0944 -2.2460 -1.4016
H -5.8988 -0.6127 -1.8825
H -5.4952 1.8010 -1.3479
H -3.2976 2.4876 -0.4747
C 5.4335 1.5971 -0.5423
C 3.9692 1.4524 -0.6568
C 3.3257 1.2547 -1.9037
C 1.9597 1.1362 -1.9170
N 1.2455 1.1978 -0.7741
C 1.9384 1.3945 0.3935
S 0.9254 1.4733 1.7688
N 3.2486 1.5072 0.4527
H 5.8429 2.1272 -1.3993
H 5.9016 0.6107 -0.5188
H 5.6837 2.1094 0.3830
H 3.8943 1.2036 -2.8170
H 1.3969 0.9884 -2.8422
C -0.2772 5.5769 -2.9602
O -0.4927 5.1449 -1.6221
C -0.7451 3.9270 -1.2865
S -0.8873 2.6009 -2.3519
S -0.9609 3.6253 0.3799
H 0.4676 6.3713 -2.9060
H -1.2027 5.9956 -3.3588
H 0.0624 4.7572 -3.5950
```

Calculated values
* highest occupied orbital energy: -14.355 eV
* total energy: -3607.5987 a.u.
* E_LUMO: -7.43 eV
* net charge: +2

---

Entry 2:
Below is a 3-piece molecular cluster, C3H12NO3 overall in a non-equilibrium geometry, with properties calculated with ωB97M-V/def2-TZVPD.

XYZ file:
```
19
C3H12NO3 | the Open Molecules 2025 dataset | ωB97M-V/def2-TZVPD
C 1.6509 0.6462 0.2311
N 1.4518 -0.4111 -0.7781
C 0.5653 -1.4468 -0.1282
O -0.6769 -0.9534 0.1228
C 1.8983 1.9954 -0.4545
H 2.5945 0.4465 0.7460
H 0.7638 0.8908 0.8435
H 0.8601 -0.0862 -1.5329
H 0.4940 -2.2951 -0.9476
H 0.9226 -1.6695 0.8682
H 1.0516 2.1518 -1.1671
H 1.8200 2.9715 0.0726
H 2.9085 2.0836 -0.9042
H -2.1836 -1.5840 0.1916
H -3.1321 -2.4815 1.1460
O -3.0565 -2.0641 0.2823
H -1.9018 0.5634 0.7468
H -3.2371 0.2978 0.0511
O -2.7933 0.9446 0.6107
```

Calculated values
* highest occupied orbital energy: -3.634 eV
* total energy: -401.9750 a.u.
* E_LUMO: 4.00 eV
* net charge: -1
* relative energy (zero: lowest compared OMol25 entry of this formula, charge and spin): 106.7 kJ/mol

---

Entry 3:
Below is one molecule with the formula C4H6N2S2 in a non-equilibrium geometry, with properties calculated with ωB97M-V/def2-TZVPD.

XYZ file:
```
14
C4H6N2S2 | the Open Molecules 2025 dataset | ωB97M-V/def2-TZVPD
C -3.2424 0.0935 0.4713
C 0.9862 -0.4819 0.3690
C 1.6819 0.8590 0.3949
C 0.2432 -0.6958 -0.9729
N -4.0084 0.5208 1.2240
N -2.3031 -0.1198 -0.3012
S 0.5612 2.2770 -0.1046
S -1.4684 -1.2814 -0.8741
H 1.7171 -1.2956 0.5803
H 0.4578 -0.7415 1.3551
H 2.0095 1.0739 1.3499
H 2.4328 0.8575 -0.4196
H 0.2856 0.3454 -1.3571
H 0.6470 -1.4111 -1.7150
```

Calculated values
* highest occupied orbital energy (alpha / beta): -9.308 / -8.752 eV
* total energy: -1061.7455 a.u.
* E_LUMO (alpha / beta): -1.84 / -2.33 eV
* net charge: 0
* relative energy (zero: lowest compared OMol25 entry of this formula, charge and spin): 448.0 kJ/mol